Record 1
# H3N3O2

One molecule with the formula H3N3O2 at a distorted geometry (ωB97M-V/def2-TZVPD, OMol25).

Results
Structure (SMILES) = N/[N+]([O-])=N/O
Molar mass = 77.0 g/mol
HOMO energy = -10.38 eV
Gap between HOMO and LUMO = 10.7736 eV

XYZ file:
```
8
H3N3O2 ωB97M-V/def2-TZVPD
N -0.1955 0.8872 -0.4725
N -0.0786 -0.1876 1.4325
N 0.0775 -0.1922 0.0498
O 0.5965 -1.1058 -0.5340
O -0.0358 0.6648 -2.0785
H -0.6183 0.6674 1.7195
H -0.5491 -1.0465 1.9195
H 0.8033 0.3128 -2.0363
```

Record 2
# H3N3O2

One molecule with the formula H3N3O2 at a distorted geometry (ωB97M-V/def2-TZVPD, OMol25).

Results
Structure (SMILES) = NN[N+](=O)[O-]
Molar mass = 77.0 g/mol
HOMO energy = -9.77 eV
Gap between HOMO and LUMO = 10.4126 eV

XYZ file:
```
8
H3N3O2 ωB97M-V/def2-TZVPD
N 0.6394 0.1912 -0.0042
N -0.6044 -0.4938 -0.1549
N -1.9321 0.0640 -0.0124
O -1.9821 1.2833 0.0495
O -2.8556 -0.7166 0.0419
H 0.9891 0.3645 -0.9927
H 0.3082 1.1774 0.4017
H -0.4731 -1.5490 -0.4531
```

Record 3
# H3N3O2

One molecule with the formula H3N3O2 at a distorted geometry (ωB97M-V/def2-TZVPD, OMol25).

Results
Structure (SMILES) = NN[N+](=O)[O-]
Molar mass = 77.0 g/mol
HOMO energy = -10.77 eV
Gap between HOMO and LUMO = 11.2980 eV

XYZ file:
```
8
H3N3O2 ωB97M-V/def2-TZVPD
N -1.2843 0.1706 0.1834
N -0.1467 -0.5353 -0.2110
N 1.0676 -0.0201 -0.1323
O 1.2121 1.2485 -0.2505
O 1.9712 -0.7950 -0.0345
H -1.2377 0.5170 1.1777
H -1.4399 0.9369 -0.5709
H -0.1423 -1.5225 -0.1618
```

Record 4
# H3N3O2

A 2-piece molecular cluster, H3N3O2 overall at a distorted geometry (ωB97M-V/def2-TZVPD, OMol25).

Results
Molar mass = 77.0 g/mol
Multiplicity = 3
HOMO energy (spin up / spin down) = -7.55 / -10.72 eV
Gap between HOMO and LUMO (spin up / spin down) = 6.9316 / 10.5804 eV

XYZ file:
```
8
H3N3O2 ωB97M-V/def2-TZVPD
N 2.0281 -0.6020 -0.5841
N -0.4927 -0.0319 0.9538
N -0.9711 -0.2203 -0.2808
O -1.0285 0.9796 -0.9208
O 1.8456 -0.7186 0.5782
H 0.2132 0.7408 0.9127
H -0.0549 -0.9390 1.1593
H -1.5397 0.7915 -1.8183
```

Record 5
# H3N3O3

One molecule with the formula H3N3O3 at a distorted geometry (ωB97M-V/def2-TZVPD, OMol25).

Results
Structure (SMILES) = N/N=[N+](/[O-])OO
Molar mass = 93.0 g/mol
HOMO energy = -9.71 eV
Gap between HOMO and LUMO = 9.9667 eV

XYZ file:
```
9
H3N3O3 ωB97M-V/def2-TZVPD
N 0.7477 -0.9723 0.3332
N 1.6796 -0.0196 -0.0223
N -0.3604 -0.7632 -0.0835
O -1.4264 -1.3633 -0.2187
O -1.6416 1.1534 0.2301
O -0.5145 0.8470 -0.4944
H 1.2981 0.8779 -0.0221
H 2.5518 -0.2683 0.3462
H -2.3344 0.5085 -0.0683
```

Record 6
# H3N3O3

A 3-piece molecular cluster, H3N3O3 overall at a distorted geometry (ωB97M-V/def2-TZVPD, OMol25).

Results
Structure (SMILES) = O=NO.N#N.O
Molar mass = 93.0 g/mol
HOMO energy = -10.49 eV
Gap between HOMO and LUMO = 10.6395 eV

XYZ file:
```
9
H3N3O3 ωB97M-V/def2-TZVPD
N -2.4985 -1.0481 0.9713
N -2.6161 -1.4734 -0.0430
N -0.6393 0.9311 -0.1465
O -0.9186 2.2525 -0.1710
O 2.6349 -1.4199 -0.3147
O -0.8337 0.3902 0.8875
H 2.6630 -0.4303 -0.4563
H -0.8965 2.5333 -1.1756
H 3.1048 -1.7354 0.4482
```